#1
Here is C8H7N3 in the gas phase from the OMol25 dataset. Energies are from ωB97M-V/def2-TZVPD.

Last column: Löwdin charge in e.
Cartesian coordinates (Å):
N  0.616  -2.899  -0.101  0.181
N  -1.972  0.254  -0.133  0.052
N  -1.920  -2.239  0.070  0.173
C  -0.917  1.089  0.712  -0.053
C  1.258  0.430  -0.133  -0.142
C  0.479  0.588  1.143  -0.133
C  0.288  0.318  -1.346  -0.044
C  -0.984  1.058  -0.812  -0.205
C  -1.853  -1.093  -0.002  -0.315
C  1.158  -0.662  0.896  -0.231
C  0.817  -1.904  0.445  -0.265
H  -0.151  -0.685  -1.632  0.129
H  2.086  -0.927  1.482  0.180
H  2.177  0.961  -0.287  0.138
H  0.930  1.205  1.928  0.152
H  0.752  0.732  -2.215  0.101
H  -1.437  1.905  -1.366  0.148
H  -1.326  1.868  1.352  0.133

Results
gap between HOMO and LUMO: 9.994 eV
spin multiplicity: 1
E_HOMO: -9.519 eV
SMILES string: N#C[C@H]1[C@H]2C[C@@H]3[C@H]([C@@H]12)N3C#N

#2
Here is C8H7N3 in the gas phase from the OMol25 dataset. Energies are from ωB97M-V/def2-TZVPD.

Last column: Löwdin charge in e.
Cartesian coordinates (Å):
N  -1.020  -1.380  0.319  0.134
N  1.823  0.640  0.609  0.040
N  1.846  -1.107  -0.733  0.098
C  3.090  0.353  0.384  -0.233
C  -1.081  0.979  -0.399  0.013
C  -2.371  -1.342  0.405  -0.051
C  1.040  -0.347  0.023  -0.315
C  -0.386  -0.288  0.032  -0.232
C  -3.152  -0.194  0.008  0.018
C  3.134  -0.721  -0.463  -0.199
C  -2.449  0.982  -0.425  -0.063
H  1.699  1.574  1.368  0.269
H  -2.898  -2.060  0.467  -0.003
H  -4.094  -0.337  0.081  0.026
H  4.168  -1.260  -0.963  0.161
H  -2.945  1.807  -0.731  0.064
H  4.150  0.839  0.799  0.164
H  -0.555  1.862  -0.781  0.109

Results
gap between HOMO and LUMO: 8.905 eV
spin multiplicity: 1
E_HOMO: -8.386 eV
SMILES string: c1ccc(-c2ncc[nH]2)nc1

#2 wins, 12.3 kcal/mol ahead of the next structure.

#1
Here is an isolated ion of composition CH3ClO2PS and charge -1 from the OMol25 dataset. Energies are from ωB97M-V/def2-TZVPD.

Last column: Löwdin charge in e.
Cartesian coordinates (Å):
Cl  -2.425  0.047  1.170  -0.027
S  -0.243  1.350  -0.819  0.364
P  -1.821  -0.384  -0.806  0.133
O  1.401  -0.565  -0.348  -0.234
O  -1.028  -1.624  -0.627  -0.660
C  1.007  0.599  0.318  -0.667
H  0.721  0.500  1.352  0.052
H  1.834  1.205  0.303  0.015
H  0.555  -1.127  -0.543  0.023

Results
gap between HOMO and LUMO: 7.858 eV
spin multiplicity: 1
total charge: -1
E_HOMO: -4.142 eV
SMILES string: [O-]P(Cl)SCO

#2
Here is an isolated ion of composition CH3ClO2PS and charge -1 from the OMol25 dataset. Energies are from ωB97M-V/def2-TZVPD.

Last column: Löwdin charge in e.
Cartesian coordinates (Å):
Cl  -3.110  0.445  -0.002  0.215
S  -0.014  1.305  0.459  0.467
P  -1.272  -0.414  -0.122  -0.247
O  -1.246  -1.431  1.036  -0.508
O  -0.936  -0.801  -1.480  -0.434
C  1.476  0.362  0.082  -0.525
H  1.409  0.403  -1.034  0.025
H  2.369  0.739  0.581  0.018
H  1.325  -0.607  0.479  -0.011

Results
gap between HOMO and LUMO: 8.090 eV
spin multiplicity: 1
total charge: -1
E_HOMO: -4.605 eV
SMILES string: CS[P@@](=O)([O-])Cl

#2 wins, 33.8 kcal/mol ahead of the next structure.